[1]
9
Properties=species:S:1:pos:R:3 method="wB97M-V/def2-TZVPD" smiles=C1S[C@H]2S[C@@H]12 homo_energy_ha=-0.3150 spin_multiplicity=1 e_lumo_ha=0.0192 e_above_lowest_kcal_mol=47.5
C 0.88 0.19 0.61
S 0.98 -1.34 -0.38
C -0.65 -0.77 -0.86
S -1.78 -0.25 0.54
C -0.35 0.72 0.01
H 1.85 0.54 0.59
H 0.66 -0.08 1.62
H -0.87 -0.71 -1.92
H -0.72 1.70 -0.21


[2]
9
Properties=species:S:1:pos:R:3 method="wB97M-V/def2-TZVPD" homo_energy_ha=-0.3361 spin_multiplicity=1 e_lumo_ha=0.0115 e_above_lowest_kcal_mol=82.3
C 2.13 -0.82 -0.31
C 1.05 -0.46 0.07
C -0.23 0.07 0.29
S -1.63 -1.02 -0.28
S -0.45 1.87 -0.10
H 3.07 -1.19 -0.46
H -0.29 0.30 1.79
H -2.53 -0.09 0.20
H -1.12 1.33 -1.20


[3]
9
Properties=species:S:1:pos:R:3 method="wB97M-V/def2-TZVPD" smiles="C1=CSCS1" homo_energy_ha=-0.2886 spin_multiplicity=1 e_lumo_ha=0.0275 e_above_lowest_kcal_mol=41.6
C 0.38 -1.03 -0.95
C 1.04 -0.85 0.15
S 0.49 0.26 1.29
C -0.71 1.23 0.43
S -0.90 0.31 -1.19
H 0.15 -1.97 -1.73
H 1.86 -1.57 0.71
H -1.70 1.27 1.12
H -0.62 2.36 0.17


[4]
8
Properties=species:S:1:pos:R:3 method="wB97M-V/def2-TZVPD" homo_energy_ha=-0.2883 spin_multiplicity=1 e_lumo_ha=-0.0218 e_above_lowest_kcal_mol=57.4
C 0.77 -0.21 -0.80
C 0.03 0.82 -0.09
C 0.73 -0.47 0.50
Si -1.79 0.42 -0.29
H 0.78 -0.50 -1.84
H 0.37 1.81 0.08
H 1.15 -1.06 1.28
H -2.04 -0.82 1.17


[5]
12
Properties=species:S:1:pos:R:3 method="wB97M-V/def2-TZVPD" homo_energy_ha="-0.5089 / -0.5672" spin_multiplicity=2 total_charge=+1 e_lumo_ha="-0.1726 / -0.2721" e_above_lowest_kcal_mol=0.0
H -1.27 1.67 -0.72
C -1.27 0.57 -0.75
C -1.50 -0.06 0.61
O -0.23 0.19 1.28
C 0.75 0.11 0.39
O 1.61 0.91 -0.02
Al 0.39 -0.32 -2.10
O 0.85 -1.11 -0.28
H -2.19 0.38 -1.34
H -1.68 -1.14 0.56
H -2.24 0.46 1.24
H 1.62 -1.59 0.03


[6]
9
Properties=species:S:1:pos:R:3 method="wB97M-V/def2-TZVPD" homo_energy_ha=-0.3129 spin_multiplicity=1 e_lumo_ha=0.0127 e_above_lowest_kcal_mol=81.6
B 2.69 0.18 -0.17
C -1.41 0.45 -0.19
C 1.15 -0.09 0.12
C -0.53 -0.58 -0.31
H -2.51 0.13 -0.44
H -1.05 1.42 0.02
H 1.25 -0.74 0.97
H 1.10 0.84 0.59
H -0.69 -1.61 -0.59


[7]
12
Properties=species:S:1:pos:R:3 method="wB97M-V/def2-TZVPD" homo_energy_ha=-0.7306 spin_multiplicity=1 total_charge=+2 e_lumo_ha=-0.4665 e_above_lowest_kcal_mol=55.5
H -0.14 2.60 0.13
O -0.11 0.63 0.75
C 1.23 0.11 0.36
C -1.04 -0.45 0.53
O 2.06 1.00 0.12
O 0.96 -0.68 -0.68
C -0.33 -1.31 -0.53
Bi 1.53 2.78 -0.65
H -2.01 -0.07 0.21
H -1.14 -0.97 1.49
H -0.83 -1.30 -1.50
H -0.17 -2.34 -0.20


[8]
13
Properties=species:S:1:pos:R:3 method="wB97M-V/def2-TZVPD" homo_energy_ha=-0.3850 spin_multiplicity=1 e_lumo_ha=-0.0124 e_above_lowest_kcal_mol=86.4
C 1.51 0.21 -1.03
C 0.00 0.37 -0.72
C -0.40 -0.30 0.91
N -1.87 -0.23 0.95
O -2.40 -0.92 0.17
O -2.43 0.53 1.74
Br 0.13 -2.12 0.93
Br 0.38 0.76 2.20
H 1.87 -0.74 -0.75
H 2.18 0.99 -0.41
H 1.86 0.33 -2.11
H -0.67 -0.31 -1.30
H -0.17 1.45 -0.58


[9]
11
Properties=species:S:1:pos:R:3 method="wB97M-V/def2-TZVPD" homo_energy_ha="-0.2992 / -0.2992" spin_multiplicity=1 e_lumo_ha="-0.0224 / -0.0224" e_above_lowest_kcal_mol=58.7
C 0.38 -1.16 -0.90
C 0.48 -0.28 0.00
C -0.36 0.45 0.85
P 2.92 0.13 1.00
Br 3.66 1.82 -0.29
Br 3.89 -1.59 0.00
H 1.24 -1.91 -1.21
H -0.38 -1.24 -1.79
H -1.44 0.33 0.82
H -0.06 1.53 0.92
H -0.01 0.06 1.83


[10]
13
Properties=species:S:1:pos:R:3 method="wB97M-V/def2-TZVPD" homo_energy_ha="-0.2962 / -0.2960" spin_multiplicity=1 e_lumo_ha="-0.1376 / -0.1377" e_above_lowest_kcal_mol=60.5
C 1.14 0.62 -0.30
C 0.08 -0.09 0.59
C -0.37 -1.37 -0.14
O -1.07 0.64 0.72
O 0.47 -0.37 1.84
Br 0.77 -2.60 -0.99
Br -2.05 -1.95 0.23
Br -1.92 1.35 -2.47
H 0.91 0.37 -1.36
H 2.20 0.29 0.00
H 0.99 1.80 -0.29
H -1.26 0.92 -0.18
H 0.11 0.40 2.34


What did the fifth record say?
12
Properties=species:S:1:pos:R:3 method="wB97M-V/def2-TZVPD" homo_energy_ha="-0.5089 / -0.5672" spin_multiplicity=2 total_charge=+1 e_lumo_ha="-0.1726 / -0.2721" e_above_lowest_kcal_mol=0.0
H -1.27 1.67 -0.72
C -1.27 0.57 -0.75
C -1.50 -0.06 0.61
O -0.23 0.19 1.28
C 0.75 0.11 0.39
O 1.61 0.91 -0.02
Al 0.39 -0.32 -2.10
O 0.85 -1.11 -0.28
H -2.19 0.38 -1.34
H -1.68 -1.14 0.56
H -2.24 0.46 1.24
H 1.62 -1.59 0.03